C4H10NO | ωB97M-V/def2-TZVPD

Last columns: bonded neighbours and bond lengths (Å).
CARTESIAN COORDINATES (ANGSTROEM)
1 C 1.04948 1.35861 -0.56555  C2 1.466, H7 1.060, H8 1.145, H16 1.013
2 C 0.83825 -0.06711 -0.29933  C1 1.466, C3 1.497, N5 1.293
3 C 2.03857 -0.79747 0.21711  C2 1.497, H9 1.109, H10 1.131, H11 1.116
4 C -3.10754 -0.24529 0.66482  O6 1.197, H12 1.069, H13 1.079
5 N -0.31540 -0.64955 -0.34304  C2 1.293, H14 1.048, H15 0.986
6 O -2.79203 0.41495 -0.28226  C4 1.197
7 H 0.32595 1.74480 -1.23631  C1 1.060
8 H 2.03443 1.83114 -0.90931  C1 1.145
9 H 2.63616 -0.98207 -0.69847  C3 1.109
10 H 1.92510 -1.71203 0.87300  C3 1.131
11 H 2.59475 -0.00539 0.77260  C3 1.116
12 H -3.70285 0.30110 1.36406  C4 1.069
13 H -2.77579 -1.22671 0.96692  C4 1.079
14 H -1.13367 -0.07352 -0.65330  N5 1.048
15 H -0.36522 -1.62391 -0.19795  N5 0.986
16 H 0.74981 1.73245 0.32701  C1 1.013

Results
Charge: +1
Frontier orbital gap in eV: 10.50
HOMO in eV: -14.6
Molar mass in g/mol: 88.13
Energy relative to the best compared isomer or geometry (same formula, charge and spin) in eV: 1.521


C4H10NO | ωB97M-V/def2-TZVPD

Last columns: bonded neighbours and bond lengths (Å).
CARTESIAN COORDINATES (ANGSTROEM)
1 C 2.84806 -2.31914 0.15573  N5 1.242, H7 1.101, H8 1.047
2 C -0.81936 0.81954 -0.30364  C3 1.521, C4 1.494, O6 1.204
3 C -1.50984 1.38814 -1.53399  C2 1.521, H9 1.176, H10 1.094, H11 1.171
4 C -1.52456 1.09295 0.98430  C2 1.494, H12 1.070, H13 1.129, H14 1.094
5 N 1.61387 -2.25743 0.28496  C1 1.242, H15 1.069, H16 1.018
6 O 0.14435 0.10019 -0.36448  C2 1.204
7 H 3.57030 -3.07283 0.50710  C1 1.101
8 H 3.30478 -1.72968 -0.57860  C1 1.047
9 H -0.80422 1.44498 -2.47277  C3 1.176
10 H -2.11333 2.28883 -1.39137  C3 1.094
11 H -2.41026 0.73688 -1.90303  C3 1.171
12 H -1.28954 2.07053 1.35131  C4 1.070
13 H -1.34840 0.24730 1.71194  C4 1.129
14 H -2.59312 1.00333 0.76523  C4 1.094
15 H 1.09514 -1.32293 0.28972  N5 1.069
16 H 1.15186 -2.99574 0.81283  N5 1.018

Results
Charge: +1
Frontier orbital gap in eV: 8.46
HOMO in eV: -13.8
Molar mass in g/mol: 88.13
Energy relative to the best compared isomer or geometry (same formula, charge and spin) in eV: 1.671


C4H10NO | ωB97M-V/def2-TZVPD

Last columns: bonded neighbours and bond lengths (Å).
CARTESIAN COORDINATES (ANGSTROEM)
1 N -0.91077 2.70894 0.16036  C2 1.496, H7 1.020, H8 1.022, H9 1.024
2 C -0.97028 1.24639 0.46860  N1 1.496, C3 1.518, H10 1.090, H11 1.079
3 C -0.00396 0.40559 -0.34529  C2 1.518, C4 1.522, H12 1.105, H13 1.102
4 C -0.25903 -1.07191 -0.08330  C3 1.522, C5 1.519, H14 1.085, H15 1.095
5 C 0.90451 -1.94787 -0.51589  C4 1.519, O6 1.198, H16 1.108
6 O 1.78620 -2.21473 0.24986  C5 1.198
7 H -0.12900 3.21653 0.57484  N1 1.020
8 H -1.78415 3.17468 0.41585  N1 1.022
9 H -0.83381 2.86533 -0.84855  N1 1.024
10 H -1.99284 0.90514 0.30938  C2 1.090
11 H -0.79177 1.09760 1.52189  C2 1.079
12 H -0.09272 0.60422 -1.42862  C3 1.105
13 H 1.03738 0.68877 -0.12382  C3 1.102
14 H -0.32895 -1.24165 0.98629  C4 1.085
15 H -1.19511 -1.40405 -0.54498  C4 1.095
16 H 0.87857 -2.31513 -1.56083  C5 1.108

Results
SMILES: [NH3+]CCCC=O
Charge: +1
Frontier orbital gap in eV: 9.12
HOMO in eV: -13.2
Molar mass in g/mol: 88.13
Energy relative to the best compared isomer or geometry (same formula, charge and spin) in eV: 0.852


C4H10NO | ωB97M-V/def2-TZVPD

Last columns: bonded neighbours and bond lengths (Å).
CARTESIAN COORDINATES (ANGSTROEM)
1 C -0.94517 0.07351 1.37630  C2 1.513, N6 1.471, H7 1.133, H8 1.166
2 C 0.35035 0.35145 0.64570  C1 1.513, C3 1.484, H10 1.095
3 C 0.79835 -0.48346 -0.49618  C2 1.484, C4 1.570, H11 1.108, H12 1.068
4 C 1.15620 0.38999 -1.75026  C3 1.570, O5 1.420, H13 1.130, H15 1.187
5 O -0.06039 1.09708 -1.94376  C4 1.420, H9 0.977
6 N -1.20730 -1.24412 1.97657  C1 1.471, H14 1.037, H16 1.004
7 H -1.86282 0.07420 0.71252  C1 1.133
8 H -1.06529 0.68833 2.35921  C1 1.166
9 H -0.18085 1.24113 -0.98493  O5 0.977
10 H 1.07966 0.72978 1.36967  C2 1.095
11 H 0.11015 -1.31387 -0.75021  C3 1.108
12 H 1.69810 -0.97423 -0.19526  C3 1.068
13 H 1.42883 -0.14006 -2.71062  C4 1.130
14 H -0.70814 -2.12993 1.77502  N6 1.037
15 H 1.97000 1.15918 -1.35664  C4 1.187
16 H -1.69385 -1.39130 2.84195  N6 1.004

Results
Charge: +1
Frontier orbital gap in eV: 5.37
HOMO in eV: -13.8
Molar mass in g/mol: 88.13
Energy relative to the best compared isomer or geometry (same formula, charge and spin) in eV: 6.001


C4H10NO2 | ωB97M-V/def2-TZVPD

Last columns: bonded neighbours and bond lengths (Å).
CARTESIAN COORDINATES (ANGSTROEM)
1 C 0.48048 -0.30861 1.11589  O2 1.392, C3 1.545, H5 1.120, H6 1.147
2 O -0.38747 -1.36736 0.86221  C1 1.392
3 C 0.18379 0.31610 2.49775  C1 1.545, N4 1.506, H7 1.123, H8 1.134
4 N 0.78802 1.67712 2.72172  C3 1.506, H9 1.031, H10 1.019
5 H 1.58047 -0.52113 1.10604  C1 1.120
6 H 0.41501 0.58229 0.39568  C1 1.147
7 H -0.92364 0.33901 2.68494  C3 1.123
8 H 0.53723 -0.38189 3.31804  C3 1.134
9 H 0.30777 2.46836 2.26684  N4 1.031
10 H 0.90040 1.89210 3.71128  N4 1.019
11 C -1.51272 0.30197 -2.30529  C12 1.346, H14 1.122, H15 1.070
12 C -0.38553 -0.42923 -2.21918  C11 1.346, O13 1.378, H16 1.104
13 O 0.62936 -0.44029 -3.15084  C12 1.378, H17 0.968
14 H -2.36479 0.00704 -1.63689  C11 1.122
15 H -1.58508 1.21829 -2.85262  C11 1.070
16 H -0.28876 -1.18108 -1.41672  C12 1.104
17 H 1.37402 -0.98294 -2.85460  O13 0.968

Results
Charge: -1
Frontier orbital gap in eV: 6.29
HOMO in eV: -2.5
Molar mass in g/mol: 104.13
Energy relative to the best compared isomer or geometry (same formula, charge and spin) in eV: 3.989


C4H10NO2 | ωB97M-V/def2-TZVPD

Last columns: bonded neighbours and bond lengths (Å).
CARTESIAN COORDINATES (ANGSTROEM)
1 O -0.57834 0.79112 -2.23029  C2 1.347
2 C -1.54553 1.24041 -1.40803  O1 1.347, N3 1.507, H8 1.139, H9 1.119
3 N -1.46080 0.74150 0.01154  C2 1.507, C4 1.491, H10 1.015
4 C -0.01306 0.56844 0.32536  N3 1.491, C5 1.529, H11 1.143, H12 1.121
5 C 0.65624 -0.71288 -0.17334  C4 1.529, C6 1.571, H13 1.094, H14 1.106
6 C 1.29008 -1.53268 1.00788  C5 1.571, O7 1.415, H15 1.083, H16 1.094
7 O 1.64545 -0.94619 2.24559  C6 1.415, H17 0.968
8 H -2.53178 0.83026 -1.80462  C2 1.139
9 H -1.49593 2.35524 -1.32755  C2 1.119
10 H -1.93478 -0.14055 0.17469  N3 1.015
11 H 0.00327 0.72932 1.45715  C4 1.143
12 H 0.57269 1.48385 0.05079  C4 1.121
13 H -0.12258 -1.38514 -0.54416  C5 1.094
14 H 1.14383 -0.38329 -1.11014  C5 1.106
15 H 0.51234 -2.24749 1.24565  C6 1.083
16 H 2.16511 -2.08124 0.64581  C6 1.094
17 H 1.25750 -0.06064 2.29450  O7 0.968

Results
SMILES: [O-]CNCCCO
Charge: -1
Frontier orbital gap in eV: 6.17
HOMO in eV: -2.5
Molar mass in g/mol: 104.13
Energy relative to the best compared isomer or geometry (same formula, charge and spin) in eV: 3.758


C4H10NO2 | ωB97M-V/def2-TZVPD

Last columns: bonded neighbours and bond lengths (Å).
CARTESIAN COORDINATES (ANGSTROEM)
1 C 1.31548 1.24722 -0.86345  C2 1.553, H8 1.098, H9 1.119, H10 1.077
2 C 1.13246 0.05391 0.11406  C1 1.553, O3 1.460, C4 1.553, H11 1.102
3 O 1.22008 0.67557 1.43253  C2 1.460, H12 0.967
4 C -0.18627 -0.76127 0.01832  C2 1.553, N5 1.430, C6 1.631, H13 1.125
5 N -0.67784 -1.31625 -1.20403  C4 1.430, H14 1.014, H15 1.083
6 C -1.43399 -0.08933 0.82558  C4 1.631, O7 1.365, H16 1.123, H17 1.128
7 O -2.55841 -0.72895 0.39003  C6 1.365
8 H 2.31157 1.62616 -0.60116  C1 1.098
9 H 1.28644 0.74528 -1.86295  C1 1.119
10 H 0.55141 1.99915 -0.75612  C1 1.077
11 H 1.91569 -0.72175 0.11037  C2 1.102
12 H 0.55724 0.29363 2.02358  O3 0.967
13 H 0.09325 -1.62408 0.68427  C4 1.125
14 H -0.78755 -0.54264 -1.84958  N5 1.014
15 H -1.68260 -1.60106 -0.91732  N5 1.083
16 H -1.44121 -0.23582 1.93910  C6 1.123
17 H -1.61576 0.98022 0.51676  C6 1.128

Results
SMILES: C[C@@H](O)[C@H](N)C[O-]
Charge: -1
Frontier orbital gap in eV: 6.54
HOMO in eV: -2.6
Molar mass in g/mol: 104.13
Energy relative to the best compared isomer or geometry (same formula, charge and spin) in eV: 3.324


C4H10NO2 | ωB97M-V/def2-TZVPD

Last columns: bonded neighbours and bond lengths (Å).
CARTESIAN COORDINATES (ANGSTROEM)
1 O 1.55614 1.69896 0.68724  C2 1.193
2 C 2.46906 1.62108 -0.07689  O1 1.193, O3 1.335, H4 1.098
3 O 3.51625 0.82943 0.16568  C2 1.335, H5 0.973
4 H 2.50980 2.14471 -1.04085  C2 1.098
5 H 4.26593 1.09794 -0.39376  O3 0.973
6 C -1.54470 -1.97295 -0.80262  C7 1.526, H10 1.089, H11 1.090, H12 1.088
7 C -0.62614 -0.90556 -0.21601  C6 1.526, N9 1.463, H13 1.090, H14 1.091
8 C -1.21345 1.12174 0.99333  N9 1.274, H15 1.084, H16 1.081
9 N -1.27935 -0.14206 0.84717  C7 1.463, C8 1.274, H17 1.016
10 H -2.01159 -2.66157 -0.09994  C6 1.089
11 H -2.33672 -1.45480 -1.34370  C6 1.090
12 H -0.98300 -2.58019 -1.50882  C6 1.088
13 H 0.34694 -1.26387 0.11849  C7 1.090
14 H -0.39998 -0.19153 -1.00968  C7 1.091
15 H -1.68572 1.52421 1.88170  C8 1.084
16 H -0.72845 1.75954 0.26784  C8 1.081
17 H -1.85502 -0.62507 1.53081  N9 1.016

Results
Charge: +1
Frontier orbital gap in eV: 10.04
HOMO in eV: -14.6
Molar mass in g/mol: 104.13
Energy relative to the best compared isomer or geometry (same formula, charge and spin) in eV: 1.468


C4H10NO2 | ωB97M-V/def2-TZVPD

Last columns: bonded neighbours and bond lengths (Å).
CARTESIAN COORDINATES (ANGSTROEM)
1 C -1.95661 -0.13984 -0.16054  C2 1.541, H8 1.091, H9 1.084, H10 1.091
2 C -0.61211 0.09173 0.55583  C1 1.541, O3 1.417, C4 1.539, H11 1.097
3 O -0.60478 1.24689 1.37645  C2 1.417, H12 0.962
4 C 0.63457 0.28926 -0.32435  C2 1.539, N5 1.510, C6 1.523, H13 1.084
5 N 1.82205 -0.01216 0.55772  C4 1.510, H14 1.025, H15 1.020, H16 1.021
6 C 0.79186 -0.64942 -1.51347  C4 1.523, O7 1.201, H17 1.100
7 O 1.88756 -1.05063 -1.79792  C6 1.201
8 H -2.68205 0.52264 0.31313  C1 1.091
9 H -1.92204 -0.13241 -1.24374  C1 1.084
10 H -2.38489 -1.09506 0.14508  C1 1.091
11 H -0.45466 -0.78611 1.19460  C2 1.097
12 H -1.45665 1.68440 1.47223  O3 0.962
13 H 0.66817 1.31889 -0.66221  C4 1.084
14 H 2.68693 0.30211 0.10535  N5 1.025
15 H 1.91537 -1.02598 0.62346  N5 1.020
16 H 1.73336 0.33337 1.51403  N5 1.021
17 H -0.06608 -0.89769 -2.15567  C6 1.100

Results
SMILES: C[C@H](O)[C@@H]([NH3+])C=O
Charge: +1
Frontier orbital gap in eV: 10.97
HOMO in eV: -14.9
Molar mass in g/mol: 104.13
Energy relative to the best compared isomer or geometry (same formula, charge and spin) in eV: 1.873


C4H10NO2S | ωB97M-V/def2-TZVPD

Last columns: bonded neighbours and bond lengths (Å).
CARTESIAN COORDINATES (ANGSTROEM)
1 C 0.87294 1.09389 -1.45028  C2 1.437, C3 1.371, O6 1.361
2 C 0.29009 -0.20176 -1.66901  C1 1.437, H9 1.028, H10 1.104, H11 1.158
3 C 1.76291 1.58999 -2.36826  C1 1.371, H13 1.124, H14 1.093
4 C -0.60937 -1.32643 2.93288  N5 1.459, H15 1.100, H16 1.101, H17 1.189
5 N -0.83351 -1.50960 1.50331  C4 1.459, S8 1.859, H18 1.009
6 O 0.40879 1.80457 -0.38664  C1 1.361, H12 1.088
7 O -1.77320 0.79790 0.44770  S8 1.581
8 S -2.30197 -0.66299 0.73924  N5 1.859, O7 1.581
9 H 0.83377 -0.57872 -2.45646  C2 1.028
10 H 0.39526 -0.89895 -0.81930  C2 1.104
11 H -0.76256 -0.06394 -2.13166  C2 1.158
12 H -0.49115 1.46899 0.12496  O6 1.088
13 H 1.99455 0.88019 -3.20883  C3 1.124
14 H 2.12585 2.61950 -2.31611  C3 1.093
15 H -1.24491 -2.08155 3.41775  C4 1.100
16 H 0.44978 -1.46314 3.20054  C4 1.101
17 H -1.06101 -0.35375 3.44535  C4 1.189
18 H -0.05625 -1.11421 0.99482  N5 1.009

Results
Charge: -1
Frontier orbital gap in eV: 6.61
HOMO in eV: -2.8
Molar mass in g/mol: 136.20
Energy relative to the best compared isomer or geometry (same formula, charge and spin) in eV: 3.486


C4H10NO2S | ωB97M-V/def2-TZVPD

Last columns: bonded neighbours and bond lengths (Å).
CARTESIAN COORDINATES (ANGSTROEM)
1 N -0.69604 -0.02003 1.69717  C2 1.458, H9 1.011, H10 1.034, H11 1.122
2 C 0.30585 -0.04792 0.63867  N1 1.458, C3 1.519, C6 1.696, H12 1.046
3 C 0.11142 -1.38018 -0.06500  C2 1.519, C4 1.545, H13 1.062, H14 1.097
4 C 0.75559 -1.33896 -1.46829  C3 1.545, S5 1.910, H15 1.065, H16 1.083
5 S 0.11534 0.34634 -2.10039  C4 1.910, C6 1.763
6 C -0.07870 1.12084 -0.52832  C2 1.696, S5 1.763, O7 1.439, O8 1.377
7 O -1.48044 1.42345 -0.41311  C6 1.439, H17 0.990
8 O 0.69712 2.21440 -0.21257  C6 1.377, H18 0.929
9 H -1.62693 -0.26972 1.39118  N1 1.011
10 H -0.68495 0.91067 2.14755  N1 1.034
11 H -0.19221 -0.71553 2.41910  N1 1.122
12 H 1.18698 0.27833 1.09799  C2 1.046
13 H -0.91274 -1.65963 -0.06413  C3 1.062
14 H 0.56950 -2.22010 0.47173  C3 1.097
15 H 1.81257 -1.25672 -1.36913  C4 1.065
16 H 0.53792 -2.16196 -2.13796  C4 1.083
17 H -1.82060 2.29045 -0.74831  O7 0.990
18 H 1.40034 2.48627 -0.75617  O8 0.929

Results
SMILES: [NH3+][C@H]1CCSC1(O)O
Charge: +1
Frontier orbital gap in eV: 9.11
HOMO in eV: -12.8
Molar mass in g/mol: 136.20
Energy relative to the best compared isomer or geometry (same formula, charge and spin) in eV: 1.172


C4H10NO2S | ωB97M-V/def2-TZVPD

Last columns: bonded neighbours and bond lengths (Å).
CARTESIAN COORDINATES (ANGSTROEM)
1 C -0.30424 -0.99271 -0.71512  C2 1.654, N5 1.444, H9 1.071, H10 1.175
2 C -0.51761 0.59173 -1.13732  C1 1.654, C4 1.499, H12 1.108, H13 1.157
3 C -0.40722 -1.88800 1.47541  N5 1.215, H14 1.028, H16 1.108
4 C 0.67325 1.33532 -0.61171  C2 1.499, H15 1.073, H17 1.071, H18 1.110
5 N -0.85830 -1.16840 0.60666  C1 1.444, C3 1.215, S8 2.152
6 O -1.09251 1.15958 2.05313  S8 1.598, H11 0.979
7 O -2.62809 -0.52678 2.77560  S8 1.418
8 S -2.24358 0.15141 1.59112  N5 2.152, O6 1.598, O7 1.418
9 H -0.65197 -1.68484 -1.45451  C1 1.071
10 H 0.86038 -0.96440 -0.56281  C1 1.175
11 H -1.06568 1.59577 2.92871  O6 0.979
12 H -1.45742 1.00200 -0.71876  C2 1.108
13 H -0.59158 0.77251 -2.27766  C2 1.157
14 H 0.17510 -2.66444 1.13586  C3 1.028
15 H 1.51672 1.08065 -1.22451  C4 1.073
16 H -0.73194 -1.83840 2.53313  C3 1.108
17 H 0.94668 1.18741 0.41363  C4 1.071
18 H 0.58356 2.44026 -0.66674  C4 1.110

Results
Charge: +1
Frontier orbital gap in eV: 10.06
HOMO in eV: -15.2
Molar mass in g/mol: 136.20
Energy relative to the best compared isomer or geometry (same formula, charge and spin) in eV: 3.223


no.,F_max (eV/Å)
1,3.7
2,3.3
3,1.2
4,5.3
5,1.8
6,2.4
7,3.2
8,0.9
9,1.4
10,2.9
11,5.1
12,4.2